Entry from the OMol25 dataset: an isolated molecule of C4H11NO2 (ωB97M-V with the def2-TZVPD basis set).

As for the structure (SMILES): N[C@H](CO)CCO. The total energy comes out at -364.17784 Ha. The energy above the lowest of the compared OMol25 structures with the same formula, charge and spin comes out at 56.7 kcal per mole. Its HOMO-LUMO gap is 10.09 eV. The HOMO energy comes out at -0.338 hartree.

The geometry in ORCA input format:
```
! RIJCOSX wB97M-V def2-TZVPD def2/J DEFGRID3
* xyz 0 1
N -0.698 0.503 1.160
C -0.552 -0.072 -0.114
C -1.105 -1.473 -0.306
O -2.482 -1.569 0.106
C 0.883 -0.088 -0.528
C 1.707 1.003 0.051
O 1.444 2.256 -0.530
H -0.228 -0.050 1.918
H -1.735 0.583 1.307
H -0.950 0.585 -1.010
H -0.680 -2.176 0.473
H -1.035 -1.850 -1.272
H -3.080 -1.283 -0.596
H 0.912 -0.124 -1.674
H 1.301 -1.020 -0.291
H 2.776 0.715 0.139
H 1.471 1.198 1.092
H 2.051 2.862 0.074
*
```


Entry from the OMol25 dataset: an isolated molecule of C4H9NO2 (ωB97M-V with the def2-TZVPD basis set).

As for the structure (SMILES): O=CCCNCO. The total energy comes out at -363.00599 Ha. The energy above the lowest of the compared OMol25 structures with the same formula, charge and spin comes out at 49.9 kcal per mole. Its HOMO-LUMO gap is 10.00 eV. The HOMO energy comes out at -0.337 hartree.

The geometry in ORCA input format:
```
! RIJCOSX wB97M-V def2-TZVPD def2/J DEFGRID3
* xyz 0 1
O -2.504 -1.223 0.967
C -2.631 -0.177 0.393
C -1.495 0.625 -0.239
C -0.178 -0.006 0.080
N 0.967 0.788 -0.323
C 2.261 0.384 0.114
O 2.995 -0.395 -0.848
H -3.578 0.396 0.494
H -1.699 0.799 -1.297
H -1.670 1.573 0.277
H -0.111 -0.136 1.149
H -0.200 -1.070 -0.210
H 0.877 1.024 -1.303
H 2.867 1.235 0.421
H 2.127 -0.255 0.995
H 2.303 -0.804 -1.378
*
```


Entry from the OMol25 dataset: a structure of composition C50H88F3O32Pb (ωB97M-V with the def2-TZVPD basis set).

The total energy comes out at -4857.81932 Ha. Its HOMO-LUMO gap is 8.08 eV. The HOMO energy comes out at -0.405 hartree.

The geometry in ORCA input format:
```
! RIJCOSX wB97M-V def2-TZVPD def2/J DEFGRID3
* xyz 1 1
Pb -2.579 4.834 -0.567
C 0.217 1.929 -0.309
O -0.288 0.811 -1.115
O -0.814 2.883 -0.406
C 0.636 1.386 1.124
F 1.748 0.653 0.962
F 0.833 2.261 2.096
F -0.216 0.427 1.693
C 0.570 0.168 -2.076
C 0.500 -1.322 -1.892
H 0.199 -1.554 -0.871
H -0.237 -1.737 -2.580
H 1.445 -1.817 -2.115
H 1.614 0.477 -2.024
H 0.174 0.426 -3.058
H 1.033 2.427 -0.832
C 3.047 0.762 3.704
O 3.767 0.227 4.789
C 5.140 0.265 4.807
O 5.851 0.917 4.016
O 5.573 -0.481 5.856
C 6.942 -0.815 5.961
H 3.350 0.256 2.788
H 3.318 1.815 3.629
H 1.963 0.674 3.770
H 7.307 -1.455 5.157
H 7.099 -1.416 6.857
H 7.528 0.080 6.170
C -2.827 1.878 3.112
O -3.718 2.913 3.501
C -3.915 4.019 2.789
O -3.577 4.158 1.591
O -4.635 4.863 3.512
C -4.908 6.163 2.994
H -2.787 1.019 3.782
H -1.847 2.298 2.884
H -3.210 1.403 2.209
H -5.513 6.795 3.645
H -5.396 6.058 2.025
H -4.068 6.735 2.599
C -1.969 0.031 -5.363
O -1.779 -1.359 -5.225
C -2.787 -2.257 -5.371
O -3.914 -2.040 -5.777
O -2.320 -3.471 -5.109
C -3.239 -4.497 -5.152
H -1.026 0.571 -5.280
H -2.577 0.382 -4.529
H -2.529 0.238 -6.274
H -3.530 -4.651 -6.191
H -4.190 -4.220 -4.696
H -2.856 -5.436 -4.752
C 0.169 -8.441 -1.918
O -0.690 -7.334 -2.035
C -0.623 -6.229 -1.292
O 0.224 -5.953 -0.428
O -1.703 -5.576 -1.729
C -1.859 -4.201 -1.428
H 1.154 -8.029 -1.696
H 0.272 -9.030 -2.829
H -0.111 -9.141 -1.132
H -2.666 -4.152 -0.696
H -2.131 -3.593 -2.291
H -1.054 -3.675 -0.915
C 1.968 -2.765 1.297
O 2.926 -2.940 2.316
C 2.655 -3.155 3.572
O 1.521 -3.239 4.112
O 3.798 -3.097 4.251
C 3.843 -3.124 5.667
H 2.317 -2.384 0.337
H 1.276 -2.014 1.678
H 1.413 -3.681 1.096
H 3.332 -2.268 6.107
H 4.883 -3.035 5.978
H 3.418 -4.038 6.082
C -4.596 5.240 -5.338
O -3.419 4.508 -5.403
C -2.639 4.318 -4.269
O -2.913 4.743 -3.112
O -1.556 3.658 -4.615
C -0.552 3.349 -3.657
H -5.208 5.012 -6.211
H -4.475 6.324 -5.327
H -5.217 5.056 -4.461
H -0.348 4.159 -2.958
H 0.320 3.281 -4.308
H -0.857 2.469 -3.090
C 0.489 2.465 7.441
C 1.121 1.930 6.158
C -0.075 1.990 5.163
O -1.227 2.102 5.970
C -0.913 1.929 7.356
H 0.414 3.552 7.411
H 1.074 2.190 8.319
H 1.501 0.920 6.311
H 1.925 2.554 5.768
H -0.003 1.113 4.520
H 0.066 2.968 4.705
H -1.039 0.875 7.603
H -1.608 2.613 7.843
C -2.502 -3.602 3.876
C -2.179 -2.287 3.173
C -2.390 -2.602 1.677
O -2.283 -4.066 1.684
C -1.846 -4.618 2.950
H -3.542 -3.924 3.831
H -2.066 -3.758 4.863
H -1.163 -1.956 3.389
H -2.756 -1.418 3.492
H -1.618 -2.068 1.124
H -3.381 -2.197 1.468
H -0.761 -4.535 2.899
H -2.124 -5.665 3.074
O 5.646 3.052 -3.248
C 4.801 3.294 -2.376
O 4.215 4.473 -2.236
C 3.335 4.518 -1.117
C 3.946 3.438 -0.261
C 4.314 2.375 -1.281
H 2.302 4.376 -1.434
H 3.288 5.492 -0.631
H 3.209 2.990 0.405
H 4.756 3.828 0.357
H 3.357 1.957 -1.594
H 5.058 1.657 -0.938
O -0.873 5.313 1.358
C -0.283 5.532 2.416
O -0.858 5.733 3.593
C 0.073 5.805 4.681
C 1.417 5.396 4.093
C 1.307 5.454 2.576
H -0.137 5.132 5.512
H 0.169 6.802 5.111
H 1.722 4.383 4.356
H 2.230 6.090 4.310
H 1.642 4.526 2.112
H 1.754 6.324 2.095
O 1.509 -3.745 -4.036
C 1.088 -4.581 -4.851
O 0.478 -4.260 -5.987
C -0.116 -5.381 -6.644
C -0.185 -6.412 -5.456
C 1.090 -6.113 -4.718
H 0.541 -5.704 -7.452
H -1.141 -5.236 -6.984
H -0.175 -7.435 -5.830
H -1.029 -6.258 -4.783
H 1.877 -6.613 -5.283
H 1.238 -6.381 -3.672
O -4.005 2.727 -0.688
C -3.969 1.525 -0.963
O -4.321 1.069 -2.150
C -4.388 -0.370 -2.205
C -3.562 -0.717 -1.064
C -3.500 0.362 -0.099
H -3.991 -0.824 -3.113
H -5.428 -0.694 -2.192
H -2.566 -1.045 -1.363
H -3.962 -1.619 -0.602
H -2.534 0.511 0.383
H -4.280 0.218 0.649
O 2.381 2.487 -5.431
C 2.401 1.312 -5.140
O 1.365 0.517 -5.364
C 1.674 -0.840 -5.152
C 3.018 -0.931 -4.496
C 3.662 0.485 -4.685
H 1.823 -1.307 -6.125
H 0.882 -1.315 -4.573
H 3.646 -1.696 -4.953
H 2.990 -1.212 -3.444
H 4.376 0.494 -5.508
H 4.132 0.841 -3.768
*
```


Entry from the OMol25 dataset: an isolated molecule of C2H5N3O (ωB97M-V with the def2-TZVPD basis set).

As for the structure (SMILES): [H]/N=C/N(O)/C=N/[H]. The total energy comes out at -318.62330 Ha. The energy above the lowest of the compared OMol25 structures with the same formula, charge and spin comes out at 79.8 kcal per mole. Its HOMO-LUMO gap is 9.41 eV. The HOMO energy comes out at -0.322 hartree.

The geometry in ORCA input format:
```
! RIJCOSX wB97M-V def2-TZVPD def2/J DEFGRID3
* xyz 0 1
H 3.019 -0.280 -0.165
N 2.157 0.335 -0.097
C 1.145 -0.403 -0.025
N -0.087 0.247 -0.043
O -0.158 1.610 0.052
C -1.282 -0.371 0.039
N -2.343 0.341 -0.140
H -3.216 -0.298 -0.091
H 1.211 -1.542 0.156
H 0.810 1.866 0.085
H -1.255 -1.507 0.230
*
```


Entry from the OMol25 dataset: a structure of composition C40H27F6N10OSV (ωB97M-V with the def2-TZVPD basis set).

As for the expectation value of S²: 0.79. The total energy comes out at -4103.69110 Ha. The energy above the lowest of the compared OMol25 structures with the same formula, charge and spin comes out at 4.9 kcal per mole. Its HOMO-LUMO gap (spin up / spin down) is 4.04 / 4.06 eV. The HOMO energy (spin up / spin down) comes out at -0.534 / -0.534 hartree.

The geometry in ORCA input format:
```
! RIJCOSX wB97M-V def2-TZVPD def2/J DEFGRID3
* xyz 3 2
V 0.206 0.138 -0.562
F 1.886 -1.627 4.299
C 2.151 -1.311 3.047
C 1.097 -0.916 2.229
C 1.379 -0.581 0.930
C 2.685 -0.664 0.394
C 3.699 -1.050 1.282
F 4.957 -1.099 0.858
C 3.457 -1.379 2.601
C 2.918 -0.288 -1.004
C 4.090 -0.453 -1.740
C 4.143 -0.020 -3.051
C 3.035 0.579 -3.651
C 1.887 0.699 -2.913
N 1.832 0.253 -1.636
H 0.099 -0.883 2.649
H 4.263 -1.671 3.259
H 4.952 -0.909 -1.284
H 5.057 -0.147 -3.616
H 3.066 0.942 -4.668
H 0.985 1.146 -3.318
C 1.428 -4.905 5.152
C 0.932 -5.370 3.814
C 1.684 -5.196 2.655
C 1.261 -5.695 1.431
C 0.047 -6.362 1.349
N -0.426 -6.924 0.130
C -0.179 -6.475 -1.132
O -0.133 -7.154 -2.121
N 0.051 -5.068 -1.253
C -0.579 -4.042 -0.606
C -1.680 -4.199 0.256
C -2.249 -3.094 0.851
C -1.747 -1.829 0.591
N -0.701 -1.680 -0.223
C -0.120 -2.739 -0.800
C -0.727 -6.538 2.493
C -0.281 -6.051 3.709
H 2.323 -4.293 5.051
H 1.680 -5.758 5.782
H 0.671 -4.318 5.672
H 2.653 -4.712 2.715
H 1.902 -5.609 0.563
H -0.714 -7.892 0.154
H 0.509 -4.864 -2.128
H -2.085 -5.185 0.431
H -3.100 -3.202 1.509
H -2.175 -0.936 1.026
H 0.755 -2.552 -1.416
H -1.666 -7.076 2.437
H -0.879 -6.223 4.596
S 0.256 1.896 0.854
C -0.683 3.248 0.164
N -1.805 3.602 0.751
C -2.509 4.857 0.425
C -2.256 5.199 -1.033
C -0.769 5.196 -1.332
N -0.169 3.945 -0.826
H -2.090 3.068 1.558
H -2.145 5.640 1.092
H -3.566 4.703 0.626
H -2.665 6.184 -1.252
H -2.763 4.485 -1.679
H -0.261 6.034 -0.852
H -0.577 5.240 -2.402
H 0.735 3.662 -1.171
F -4.291 -0.595 -2.463
C -4.748 -0.013 -3.575
C -5.887 -0.457 -4.152
F -6.526 -1.456 -3.601
C -6.416 0.152 -5.356
C -5.631 1.250 -5.884
C -4.492 1.676 -5.286
F -3.816 2.690 -5.802
C -3.985 1.066 -4.103
C -2.811 1.506 -3.489
C -2.237 0.937 -2.343
N -1.565 0.618 -1.454
C -1.951 2.563 -3.921
N -1.151 3.377 -4.074
F -6.038 1.853 -6.968
C -7.575 -0.275 -5.950
C -8.364 -1.350 -5.439
N -9.035 -2.192 -5.038
C -8.123 0.316 -7.126
N -8.606 0.794 -8.054
*
```


Entry from the OMol25 dataset: a structure of composition C18H31BCuF6N7O5S5 (ωB97M-V with the def2-TZVPD basis set).

As for the expectation value of S²: 0.76. The total energy comes out at -5719.60559 Ha. The energy above the lowest of the compared OMol25 structures with the same formula, charge and spin comes out at 18.1 kcal per mole. Its HOMO-LUMO gap (spin up / spin down) is 7.64 / 7.36 eV. The HOMO energy (spin up / spin down) comes out at -0.189 / -0.199 hartree.

The geometry in ORCA input format:
```
! RIJCOSX wB97M-V def2-TZVPD def2/J DEFGRID3
* xyz -1 2
Cu 0.780 1.613 -0.040
C 2.054 4.182 1.834
N 3.186 3.538 1.183
C 4.369 3.173 1.780
C 5.112 2.573 0.822
N 4.396 2.571 -0.351
B 4.960 1.890 -1.649
N 3.797 1.309 -2.512
C 3.624 1.605 -3.844
C 2.451 1.073 -4.251
N 1.902 0.448 -3.154
C 0.591 -0.172 -3.086
C 2.728 0.617 -2.097
S 2.374 0.021 -0.520
C 3.219 3.173 -0.122
S 1.885 3.423 -1.178
H 2.367 4.488 2.830
H 1.199 3.509 1.909
H 1.747 5.050 1.254
H 4.558 3.344 2.824
H 6.081 2.111 0.880
H 5.538 2.704 -2.334
H 5.696 1.007 -1.273
H 4.355 2.179 -4.383
H 1.958 1.081 -5.207
H 0.112 -0.063 -4.056
H -0.022 0.314 -2.327
H 0.672 -1.224 -2.821
C -2.607 3.986 0.341
C -1.741 2.980 -0.411
C -1.314 3.562 -1.758
O -0.681 2.634 0.435
H -3.514 4.230 -0.218
H -2.035 4.904 0.507
H -2.892 3.574 1.309
H -2.355 2.092 -0.620
H -0.731 4.475 -1.618
H -2.194 3.794 -2.363
H -0.702 2.851 -2.322
C 1.099 -4.253 1.152
N -0.188 -4.759 0.714
C -0.802 -5.667 1.670
C -0.970 -3.990 -0.113
S -0.642 -2.405 -0.438
N -2.077 -4.651 -0.613
C -1.896 -5.963 -1.210
C -3.101 -3.860 -1.270
H 1.746 -5.105 1.375
H 1.003 -3.632 2.047
H 1.544 -3.644 0.370
H -0.822 -5.202 2.662
H -0.229 -6.596 1.738
H -1.821 -5.897 1.381
H -1.034 -6.465 -0.780
H -1.737 -5.872 -2.292
H -2.783 -6.580 -1.047
H -3.299 -2.958 -0.696
H -4.010 -4.464 -1.328
H -2.801 -3.565 -2.282
F -1.699 -0.659 4.455
C -0.706 -0.640 3.558
F 0.442 -0.448 4.227
F -0.639 -1.840 2.986
S -0.941 0.748 2.322
O -0.244 0.180 1.183
O -0.376 1.852 3.031
N -2.481 0.848 2.172
S -3.400 -0.151 1.363
O -3.450 0.061 -0.053
O -3.346 -1.502 1.850
C -5.000 0.502 2.004
F -5.095 0.360 3.326
F -5.999 -0.193 1.439
F -5.171 1.790 1.702
*
```